# 1
9
Properties=species:S:1:pos:R:3:forces:R:3:mulliken_charge:R:1 method="wB97M-V/def2-TZVPD" gap_ev="7.75 / 7.55" homo_ev="-8.39 / -7.88" de_lowest_kj_mol=253.38 molar_mass_g_mol=154.9 e_lumo_ha="-0.0233 / -0.0121"
C -1.180 1.962 0.803 -0.5 0.1 -0.7 -0.040
C 1.027 -0.989 -0.134 -0.3 -0.5 -1.5 -0.789
O -2.105 1.884 0.073 0.8 -0.6 0.0 -0.294
P 1.341 0.807 0.201 -0.8 0.0 1.2 0.147
Br 1.238 1.623 -1.799 -0.1 0.2 -0.9 -0.136
H -1.287 2.725 1.613 0.8 -0.2 0.4 0.267
H 0.971 -1.486 0.880 0.1 0.3 -1.2 0.287
H 1.946 -1.393 -0.790 -2.1 0.7 1.5 0.282
H 0.011 -1.109 -0.735 2.2 0.0 1.3 0.275

# 2
26
Properties=species:S:1:pos:R:3:forces:R:3:mulliken_charge:R:1 method="wB97M-V/def2-TZVPD" gap_ev=7.18 homo_ev=-3.81 de_lowest_kj_mol=32.55 molar_mass_g_mol=187.2 charge=-1 e_lumo_ha=0.1239
C -1.526 1.391 0.098 0.7 -0.1 -1.5 -1.068
C -1.413 -0.150 -0.005 0.2 0.4 -0.2 0.604
C -2.514 -0.845 0.854 0.5 -0.4 0.5 -0.631
S -1.725 -2.186 1.880 -1.5 -0.2 0.2 -0.656
N -0.113 -0.662 0.380 0.3 -0.5 1.5 -0.182
C 1.031 -0.367 -0.190 0.2 0.3 -1.0 0.309
N 2.135 -1.074 0.221 0.0 -0.5 0.7 -0.374
O 1.167 0.424 -1.165 0.0 -0.5 0.2 -0.770
H -2.354 1.728 0.710 0.1 0.1 0.2 0.394
H -0.567 1.849 0.344 -0.2 -0.1 0.7 0.013
H -1.625 1.808 -0.914 -0.5 -0.1 0.1 0.253
H -1.516 -0.461 -1.052 -0.4 0.2 0.0 0.056
H -3.344 -1.150 0.208 0.4 -0.6 -0.1 0.301
H -3.021 -0.107 1.485 0.5 0.0 0.3 0.244
H -0.256 -1.479 1.197 -0.2 1.1 -1.2 0.098
H 3.063 -0.889 -0.109 -0.3 0.3 -0.2 0.225
H 2.041 -1.691 1.009 0.0 0.0 0.0 0.174
H 1.155 2.955 -2.323 0.0 0.7 0.3 0.257
H 1.069 1.946 -1.279 -0.1 0.7 0.6 0.448
O 1.073 2.959 -1.354 0.2 -1.0 -1.1 -0.677
H 1.453 3.002 1.346 0.2 0.6 0.5 0.312
H 2.336 3.279 0.263 0.2 0.7 -0.2 0.358
O 2.168 3.638 1.154 -0.4 -1.2 -0.3 -0.668
H -0.353 -2.299 -3.006 -0.8 -0.3 -0.1 0.273
H 0.534 -1.518 -2.073 0.1 0.4 0.2 0.416
O 0.549 -2.052 -2.867 0.7 -0.2 -0.3 -0.708